Entry from the Open Molecules 2025 dataset: the molecule C17H27ClN2O3S2 (ωB97M-V/def2-TZVPD).

Structure (XYZ):
```
52
Properties=species:S:1:pos:R:3:forces:R:3
C -0.2599 -0.2546 -3.1185 0.00 0.00 0.00
C -1.4198 0.1774 -2.2356 0.00 0.00 0.00
S -1.3777 1.9793 -2.0279 0.00 0.00 0.00
C -2.8548 2.2150 -0.9812 0.00 0.00 0.00
C -4.1393 2.2268 -1.7934 0.00 0.00 0.00
C -2.6855 3.5372 -0.2285 0.00 0.00 0.00
O -3.2643 4.5389 -0.6119 0.00 0.00 0.00
N -1.8990 3.5642 0.8862 0.00 0.00 0.00
C -1.7878 4.8362 1.5836 0.00 0.00 0.00
C -1.0355 2.4933 1.3425 0.00 0.00 0.00
C 0.4434 2.8027 1.1113 0.00 0.00 0.00
O 1.2713 1.7160 1.4827 -0.12 0.05 -0.05
C 1.1115 0.5767 0.6489 0.14 -0.08 0.02
C 0.3320 -0.5479 1.3539 0.02 0.08 0.15
N 1.0956 -1.7786 1.4709 -0.05 -0.04 -0.12
C 1.9905 -1.8831 2.6077 0.00 0.00 0.00
C 1.0999 -2.5908 0.3868 -0.01 -0.01 0.01
O 0.5081 -2.2938 -0.6444 0.00 0.00 0.00
C 1.8451 -3.8838 0.4647 0.00 0.00 0.00
C 2.8467 -4.2443 -0.4973 0.00 0.00 0.00
C 3.3024 -3.3337 -1.5960 0.00 0.00 0.00
C 3.3188 -5.4996 -0.2807 0.00 0.00 0.00
S 2.5616 -6.2777 1.0478 0.00 0.00 0.00
C 1.5989 -4.8928 1.3430 0.00 0.00 0.00
Cl 0.4509 -4.8959 2.6185 0.00 0.00 0.00
H -0.2521 -1.3399 -3.2101 0.00 0.00 0.00
H -0.3377 0.1874 -4.1124 0.00 0.00 0.00
H 0.6947 0.0430 -2.6820 0.00 0.00 0.00
H -2.3716 -0.1080 -2.6841 0.00 0.00 0.00
H -1.3410 -0.3036 -1.2588 0.00 0.00 0.00
H -2.8766 1.3863 -0.2707 0.00 0.00 0.00
H -5.0049 2.3289 -1.1367 0.00 0.00 0.00
H -4.1374 3.0653 -2.4850 0.00 0.00 0.00
H -4.2378 1.2982 -2.3557 0.00 0.00 0.00
H -2.7531 5.3352 1.5868 0.00 0.00 0.00
H -1.4702 4.6447 2.6084 0.00 0.00 0.00
H -1.0667 5.5039 1.1062 0.00 0.00 0.00
H -1.2067 2.3191 2.4099 0.00 0.00 0.00
H -1.2872 1.5759 0.8176 0.00 0.00 0.00
H 0.5907 3.0612 0.0570 0.00 0.00 0.00
H 0.7599 3.6475 1.7234 0.00 0.00 0.00
H 0.6330 0.8580 -0.2920 0.00 0.00 0.00
H 2.1131 0.2081 0.4115 0.00 0.00 0.00
H 0.0929 -0.2106 2.3637 0.00 0.00 0.00
H -0.5968 -0.7765 0.8344 0.00 0.00 0.00
H 2.6492 -2.7392 2.4958 0.00 0.00 0.00
H 2.6022 -0.9804 2.6802 0.00 0.00 0.00
H 1.4227 -1.9935 3.5331 0.00 0.00 0.00
H 3.6657 -2.3854 -1.1947 0.00 0.00 0.00
H 4.1080 -3.7932 -2.1665 0.00 0.00 0.00
H 2.4759 -3.1029 -2.2676 0.00 0.00 0.00
H 4.0788 -6.0164 -0.8448 0.00 0.00 0.00
```
Forces are in eV/Å.

## Properties
LUMO = 0.55 eV
E_HOMO = -0.318 Eh
SMILES string = CCS[C@H](C)C(=O)N(C)CCOCCN(C)C(=O)c1c(C)csc1Cl
net charge = 0


Entry from the Open Molecules 2025 dataset: a structure of composition C17H27ClN2RuS in a non-equilibrium geometry (ωB97M-V/def2-TZVPD).

Structure (XYZ):
```
49
Properties=species:S:1:pos:R:3:forces:R:3
C 0.7311 -5.6576 -0.2797 -0.01 -1.58 0.03
C -0.1024 -5.7506 -1.4866 -0.14 1.14 -0.23
C 2.1950 -5.7279 -0.3945 0.26 1.14 -0.06
C 0.1008 -5.6705 1.0481 -0.11 1.15 0.20
Cl 0.5660 -1.6899 -0.4383 -0.28 -0.79 -0.04
H 2.5591 -6.7688 -0.3896 -0.38 -0.01 0.03
H 2.6867 -5.2141 0.4420 -0.15 -0.29 -0.07
H 2.5448 -5.2720 -1.3299 -0.13 -0.28 0.11
H -0.3166 -6.7974 -1.7595 0.21 -0.01 0.31
H 0.3935 -5.2900 -2.3512 0.00 -0.29 0.18
H -1.0703 -5.2532 -1.3427 0.15 -0.28 0.07
H -0.0614 -6.6970 1.4169 0.16 -0.03 -0.34
H -0.8807 -5.1791 1.0290 0.14 -0.29 -0.08
H 0.7253 -5.1585 1.7920 -0.03 -0.30 -0.16
C 0.9163 2.1392 -2.3190 0.20 0.05 -1.60
C 2.1785 1.6627 -1.8283 0.76 0.30 -0.46
C 2.2778 0.2614 -2.1701 0.17 0.19 -1.48
H 2.9786 2.2611 -1.3930 -0.28 -0.09 -0.41
C 1.0993 -0.0640 -2.9373 1.46 -0.64 0.36
C 0.3037 1.0832 -3.0517 -0.02 1.33 0.43
H -0.6369 1.1583 -3.5996 0.29 -0.08 0.38
H 0.5369 3.1502 -2.2017 0.15 -0.38 -0.13
H 3.1498 -0.3685 -1.9823 -0.45 0.21 -0.11
H 0.8444 -1.0557 -3.3109 0.14 0.44 0.15
C 0.2303 1.6575 1.7614 0.55 0.76 -0.58
C 1.3145 2.2331 1.0108 0.18 -0.11 1.25
C 2.4113 1.2716 1.0387 0.07 -0.07 0.19
H 1.3841 3.2433 0.6250 0.02 -0.11 0.27
C 1.9177 0.0731 1.6459 -0.19 0.59 1.37
C 0.5519 0.3072 2.0304 1.20 -0.32 -0.73
H -0.1356 -0.4522 2.3910 0.23 0.23 0.07
H -0.6864 2.1664 2.0329 0.13 -0.22 -0.19
H 3.4329 1.4642 0.7248 -0.24 -0.07 0.20
H 2.4870 -0.8394 1.7898 -0.25 0.22 -0.12
Ru 1.0264 0.6658 -0.4479 -3.49 -1.23 1.01
C -2.1925 5.4489 0.7876 0.46 0.43 -0.35
N -1.7519 4.2674 0.0559 0.04 -0.85 0.02
C -2.2507 3.0327 0.1611 -0.64 -0.16 0.67
S -1.6000 1.7323 -0.7765 -0.38 -0.09 -0.26
N -3.3119 2.7219 0.9544 1.24 -0.74 -0.34
C -3.7006 3.2980 2.2494 -0.65 0.14 0.12
H -3.2733 5.5645 0.7141 0.07 -0.01 0.15
H -1.7211 6.3094 0.3123 -0.13 -0.03 0.03
H -1.8370 5.4164 1.8211 -0.19 0.13 -0.17
H -1.0298 4.3537 -0.6540 -0.31 0.08 0.37
H -3.5110 1.7094 0.8831 0.07 1.03 -0.03
H -4.7816 3.5010 2.2116 0.40 0.14 0.16
H -3.5427 2.5347 3.0239 0.11 0.35 -0.14
H -3.1495 4.2177 2.4909 -0.42 -0.73 -0.04
```
Forces are in eV/Å.

## Properties
⟨S²⟩ = 6.051
LUMO (spin up / spin down) = -7.76 / -7.77 eV
E_HOMO (spin up / spin down) = -0.452 / -0.505 Eh
net charge = +2
spin multiplicity = 5


Entry from the Open Molecules 2025 dataset: a cluster of 3 separate species, C17H27F2NO11S in total in a non-equilibrium geometry (ωB97M-V/def2-TZVPD).

Structure (XYZ):
```
59
Properties=species:S:1:pos:R:3:forces:R:3
C 2.5538 0.3915 -0.0334 0.05 -0.58 -0.31
C 3.2929 -0.2522 -1.1944 1.89 0.70 0.24
O 4.4942 -0.1087 -1.3115 -1.52 -0.31 -0.27
O 2.5717 -1.0207 -2.0799 0.19 0.02 0.61
C 2.2766 -2.2949 -1.4665 -0.50 0.06 -0.65
C 1.4618 -3.1839 -2.3902 -0.40 -0.75 0.43
C 0.6552 -4.1593 -1.4914 0.17 0.57 0.34
C -0.7346 -3.5871 -1.1094 0.61 -0.54 -0.39
C -1.8737 -4.6055 -1.2753 -0.31 0.71 0.16
C -2.9840 -4.4928 -0.2146 0.61 -1.07 0.05
O -2.9914 -3.2218 0.4649 -0.53 0.32 -1.10
S -4.1186 -2.1640 -0.0490 0.54 0.47 0.86
O -5.3815 -2.6781 0.4013 -0.42 -0.24 -0.42
O -4.1292 -2.3751 -1.6985 -0.99 -0.05 -0.82
N -3.0434 -1.6330 -2.2853 1.48 -0.21 1.57
C -3.1019 -0.3734 -2.0180 -0.73 0.03 -0.16
C -4.3821 0.4124 -2.0476 0.15 -0.23 0.88
C -1.8073 0.3115 -1.6882 0.00 -0.23 -0.85
H 1.7166 0.9926 -0.3772 -0.16 -0.10 0.04
H 2.2107 -0.4214 0.6073 -0.37 0.12 0.04
H 3.2323 0.9856 0.5662 0.15 0.15 -0.18
H 1.6653 -2.1246 -0.5792 0.16 0.07 0.19
H 3.2127 -2.7947 -1.2112 0.01 0.06 0.20
H 2.0837 -3.7696 -3.0636 0.18 0.29 -0.16
H 0.7345 -2.6115 -2.9628 0.24 0.21 -0.20
H 0.6050 -5.1623 -1.9099 -0.15 0.05 -0.22
H 1.2141 -4.2473 -0.5546 0.11 -0.40 -0.04
H -0.6672 -3.1855 -0.1011 -0.24 -0.04 0.09
H -0.9440 -2.7572 -1.7791 -0.13 0.15 0.18
H -2.3214 -4.4286 -2.2527 0.04 -0.15 -0.10
H -1.4918 -5.6248 -1.2568 0.00 -0.07 0.04
H -3.9498 -4.7466 -0.6479 -0.16 0.34 0.07
H -2.8034 -5.2467 0.5505 0.00 0.20 0.26
H -5.2354 -0.2576 -2.0431 -0.14 0.11 -0.15
H -4.3425 0.9847 -2.9754 -0.06 0.02 -0.07
H -4.4650 1.1229 -1.2259 0.01 0.02 0.03
H -1.0440 0.0231 -2.4123 0.16 0.19 0.05
H -1.5032 -0.0907 -0.7224 0.03 0.00 0.07
H -1.9132 1.3857 -1.5855 0.04 0.09 -0.27
C -0.9205 4.9192 -0.2331 0.06 0.38 -0.07
C -1.9943 4.0018 0.2988 0.01 -0.22 -0.28
O -1.2440 2.9009 0.7820 0.01 0.34 0.21
C -0.0224 3.3880 1.1503 0.20 0.02 -0.02
O 0.7550 2.8116 1.8307 0.08 -0.15 0.05
O 0.1756 4.6257 0.6380 -0.24 -0.14 -0.01
F -2.8250 3.5749 -0.6862 -0.01 -0.05 0.07
H -0.6464 4.6748 -1.2604 -0.12 -0.14 0.00
H -1.1929 5.9698 -0.1781 0.15 0.02 0.17
H -2.5882 4.4210 1.1124 -0.12 -0.05 -0.07
C 3.2845 3.1468 4.4033 -0.39 -0.17 0.14
C 4.7146 2.8959 3.9952 -0.06 0.17 -0.42
O 5.2725 4.1964 4.0254 -0.08 -0.19 0.41
C 4.5722 4.9081 4.9594 -0.07 0.17 -0.02
O 4.9275 5.9333 5.4270 0.03 0.12 -0.01
O 3.4170 4.2715 5.2798 0.24 -0.12 -0.15
F 4.7985 2.4054 2.7338 0.07 0.00 0.04
H 2.6536 3.4184 3.5557 0.16 -0.06 -0.13
H 2.8372 2.3010 4.9192 0.01 0.13 0.19
H 5.2731 2.2453 4.6708 0.05 -0.07 -0.11
```
Forces are in eV/Å.

## Properties
LUMO = 0.20 eV
E_HOMO = -0.351 Eh
net charge = 0


Entry from the Open Molecules 2025 dataset: a cluster of 2 separate species, C17H27F4N2O4 in total in a non-equilibrium geometry (ωB97M-V/def2-TZVPD).

Structure (XYZ):
```
54
Properties=species:S:1:pos:R:3:forces:R:3
C 1.8014 -3.8509 1.1546 0.61 -0.26 1.44
O 0.8658 -4.5962 0.2958 0.53 1.66 -0.47
C 0.3073 -3.7593 -0.7792 0.26 1.46 0.22
C -0.8330 -2.7450 -0.1418 -0.69 -0.89 1.14
C -2.3328 -2.9331 -0.7746 0.12 0.17 -1.36
C -3.4269 -1.7950 -0.3418 -0.50 -0.93 -0.35
C -3.4210 -1.3720 1.2385 -0.22 1.16 -0.42
C -3.7218 0.2681 1.3541 -0.46 -0.61 1.24
C -2.3838 1.1377 1.7472 -0.06 0.35 0.14
C -1.8924 2.1763 0.5341 -0.19 -0.11 1.02
C -1.7512 1.3950 -0.9000 -0.84 0.10 0.48
C -0.9228 2.2121 -2.0558 0.76 -0.31 1.16
C 0.6817 2.0202 -1.7248 3.70 -2.96 0.81
C 1.4035 0.5906 -1.3605 -0.64 6.26 -1.01
N 2.8269 1.0377 -1.1138 1.33 0.12 -0.55
C 3.9723 0.1012 -0.6856 -0.69 0.49 -0.03
F 5.2578 0.6528 -1.2501 -3.70 -1.97 1.68
F 3.7667 -1.3053 -1.1256 0.63 4.34 1.09
C 4.0345 0.2259 0.9788 -0.64 -0.34 0.91
F 2.6454 0.1127 1.5592 4.14 -0.20 -1.94
F 4.8744 -0.8230 1.6108 -2.47 2.95 -1.90
C 3.1367 2.5205 -1.3034 -4.82 -0.88 -0.06
N 1.7681 3.0877 -1.6760 1.59 -4.58 0.47
H 1.9619 -4.5122 2.1336 -0.46 1.34 -2.22
H 1.4068 -2.8147 1.5315 0.51 -1.86 -0.95
H 2.8715 -3.6942 0.6970 -2.14 -0.29 0.44
H 1.1759 -3.0908 -1.2005 -1.51 -1.26 0.57
H -0.0953 -4.4142 -1.6628 0.66 1.01 2.01
H -0.4919 -1.6232 -0.1410 -0.74 -2.12 -0.21
H -0.9185 -3.0544 1.0082 0.33 0.70 -2.46
H -2.2041 -2.8373 -1.9578 -0.35 -0.25 2.39
H -2.7962 -4.0147 -0.6107 1.31 2.20 -0.02
H -3.3363 -0.8908 -1.0975 -0.02 -1.69 1.93
H -4.5015 -2.2690 -0.5566 2.27 1.06 0.36
H -2.4113 -1.5378 1.8046 -1.84 0.07 -1.32
H -4.2510 -1.9846 1.7928 1.58 1.19 -1.03
H -4.2448 0.6747 0.3894 1.05 -0.81 1.77
H -4.5062 0.3803 2.2438 1.62 -0.07 -1.93
H -1.4924 0.4230 2.0758 -1.84 1.41 -0.91
H -2.6498 1.7570 2.7325 0.72 -1.13 -2.30
H -0.8834 2.6676 0.8966 -1.89 -0.84 -1.00
H -2.7188 3.0300 0.4853 1.82 -1.74 -0.14
H -1.2970 0.3330 -0.6698 -0.76 2.12 -0.73
H -2.8535 1.2289 -1.3098 2.32 0.26 0.73
H -1.1784 3.3494 -1.9379 0.54 -2.18 -0.46
H -1.2455 1.7628 -3.1115 1.08 1.20 2.23
H 0.9768 -0.5023 -1.2967 1.31 2.68 0.00
H 4.3897 1.3262 1.2234 -0.58 -2.44 -0.22
H 4.1743 3.0605 -1.1788 -2.74 -1.22 -0.30
H 1.6870 4.1131 -1.8540 -0.29 -1.25 0.97
C 2.1479 4.6927 1.0605 0.53 0.28 2.85
O 1.0477 4.6673 0.5309 -3.77 -0.40 -2.57
O 3.2255 4.5450 0.4726 4.58 -1.76 -4.99
O 2.3541 4.8701 2.2667 -1.07 0.77 3.79
```
Forces are in eV/Å.

## Properties
LUMO = 2.35 eV
E_HOMO = -0.073 Eh
net charge = -1


Entry from the Open Molecules 2025 dataset: a structure of composition C17H27GeIN4O3PdS (ωB97M-V/def2-TZVPD).

Structure (XYZ):
```
55
Properties=species:S:1:pos:R:3:forces:R:3
Pd 0.1564 0.6990 -0.0067 -0.22 0.06 0.16
C -1.4752 -3.2892 0.7205 -0.03 0.02 -0.01
C -0.5314 -2.1283 0.6079 -0.30 -0.10 -0.07
N 0.6742 -2.2697 1.1520 0.14 0.07 -0.08
O -0.9118 -1.0893 0.0398 0.17 -0.07 0.12
H -0.9572 -4.2403 0.6055 0.00 0.00 0.00
H -2.2527 -3.1943 -0.0311 0.00 -0.01 0.01
H -1.9349 -3.2576 1.7125 0.01 0.01 -0.02
H 0.8670 -3.0814 1.7114 0.00 -0.02 0.04
H 1.2252 -1.4382 1.3317 -0.01 0.04 0.05
C -0.5753 -2.6585 -2.6868 0.04 0.01 -0.04
Ge -0.3389 -0.7189 -2.9535 -0.07 -0.02 -0.02
C -2.0589 0.2017 -2.8027 -0.02 -0.02 -0.01
C 0.3396 -0.4652 -4.7825 -0.01 0.00 0.02
C 0.9536 0.0813 -1.7309 0.08 0.12 0.04
H -0.3303 -3.1934 -3.6056 -0.02 0.00 0.00
H -1.6071 -2.8915 -2.4221 0.01 0.01 0.01
H 0.0798 -3.0366 -1.9002 0.01 0.02 -0.01
H -2.7770 -0.1871 -3.5263 -0.01 0.01 -0.01
H -1.9239 1.2684 -2.9886 -0.01 0.00 0.00
H -2.4665 0.0775 -1.7990 0.01 -0.01 -0.02
H -0.3648 -0.8653 -5.5138 0.00 0.00 0.00
H 1.2947 -0.9766 -4.9134 0.00 0.00 0.01
H 0.4882 0.5949 -4.9931 0.00 0.00 0.00
H 1.4099 0.9375 -2.2226 0.07 -0.04 0.00
H 1.7516 -0.6186 -1.4566 -0.01 -0.04 -0.03
C 4.7695 3.5794 -2.2699 0.01 -0.01 0.00
C 3.5570 4.4858 -2.0626 0.00 0.01 0.01
C 2.6169 3.9280 -1.0384 0.02 -0.02 -0.02
N 1.9291 2.8646 -1.2113 0.01 0.01 0.07
N 1.1774 2.5097 -0.1189 0.00 -0.07 -0.05
C 1.2823 3.3677 0.8779 -0.10 -0.02 -0.01
N 0.5588 3.3222 1.9988 -0.04 -0.14 -0.01
S 2.3969 4.6459 0.5339 -0.02 0.04 -0.01
H 5.4376 3.9990 -3.0219 0.00 0.00 0.00
H 4.4497 2.5920 -2.6002 0.00 0.00 0.00
H 5.3304 3.4607 -1.3419 0.00 0.00 -0.01
H 3.0058 4.5984 -2.9975 0.00 -0.01 0.00
H 3.8746 5.4842 -1.7576 -0.01 0.00 0.00
H -0.0443 2.4925 2.1316 0.08 -0.04 0.05
H 0.8652 3.8432 2.7999 -0.02 0.00 0.01
I -4.7993 -3.8883 5.1937 -0.01 0.00 0.00
C -3.3872 -2.5420 4.4481 0.00 -0.02 0.00
C -2.0558 -2.6753 4.8186 -0.02 -0.02 0.01
C -1.1226 -1.7867 4.3085 0.04 0.08 0.01
C -1.5075 -0.7734 3.4372 0.06 -0.03 0.07
C -2.8459 -0.6533 3.0810 0.05 0.02 -0.01
C -3.7919 -1.5335 3.5856 0.00 -0.02 0.00
C -0.4553 0.1265 2.8199 -0.26 -0.05 -0.17
O -0.9145 0.9979 1.9975 0.18 0.27 -0.19
O 0.7335 -0.0746 3.0648 0.16 -0.01 0.14
H -1.7541 -3.4610 5.4979 0.00 0.00 0.00
H -0.0776 -1.8612 4.5813 0.00 -0.01 -0.01
H -3.1308 0.1298 2.3924 0.00 0.01 -0.01
H -4.8321 -1.4381 3.3059 0.00 0.00 0.00
```
Forces are in eV/Å.

## Properties
LUMO = 0.48 eV
E_HOMO = -0.313 Eh
net charge = 0